Formula: C31H87CrF3KN12O9P3S
Source: the OMol25 dataset
Level of theory: ωB97M-V with the def2-TZVPD basis set

```
148
Properties=species:S:1:pos:R:3:forces:R:3
Cr -0.574 1.677 3.717 -1.1409 -1.1575 -1.0703
K 3.433 2.103 1.150 -0.1128 -0.1848 -0.4017
C -0.840 -0.417 -0.523 -0.3342 0.6555 0.1035
F -0.287 -0.417 -1.722 0.1530 -0.0081 0.3394
F -2.145 -0.179 -0.642 0.0399 -0.2300 0.0114
F -0.637 -1.588 0.068 -0.0744 -0.1875 0.0715
S -0.129 0.929 0.522 0.6026 0.4118 -0.6913
O -0.291 2.167 -0.193 -0.3358 0.0724 0.1000
O -0.923 0.878 1.760 0.4688 -0.5273 -0.1448
O 1.273 0.551 0.656 0.0061 0.0897 0.6265
O -4.041 -1.806 -4.080 0.1522 0.0089 0.5125
P -2.780 -2.208 -4.732 -0.7481 -0.7336 -0.4393
N -1.733 -2.918 -3.644 0.1047 0.8354 0.6000
C -0.355 -3.204 -3.950 -0.0355 -1.1356 -0.8440
C -2.225 -3.261 -2.324 -0.4461 0.1464 0.3947
N -1.874 -1.038 -5.472 0.1388 0.2751 0.3824
C -1.144 -0.138 -4.575 -0.0828 -0.5455 0.4166
C -2.319 -0.460 -6.725 0.6006 -0.3058 -1.2665
N -3.106 -3.300 -5.934 -0.0078 0.6191 -0.3689
C -4.299 -4.137 -5.890 0.6278 -0.4421 -0.1712
C -2.118 -3.718 -6.905 -0.2139 -0.5216 -0.0139
H -0.096 -2.701 -4.882 0.2488 0.2155 0.2005
H -0.227 -4.277 -4.176 0.0409 0.0529 0.1114
H 0.372 -2.991 -3.161 -0.2552 0.4953 0.0990
H -1.403 -3.656 -1.726 -0.0160 -0.1002 -0.0408
H -3.049 -3.982 -2.331 0.2332 -0.1988 -0.1633
H -2.651 -2.397 -1.795 0.1924 0.0141 -0.1677
H -1.453 0.898 -4.692 0.1518 0.0665 -0.2809
H -1.353 -0.394 -3.535 -0.1385 -0.0032 -0.3395
H -0.068 -0.288 -4.704 0.0464 0.4565 -0.1348
H -3.354 -0.122 -6.774 -0.0199 0.0524 0.3208
H -1.646 0.344 -7.033 -0.1471 0.2436 0.4672
H -2.154 -1.167 -7.546 -0.4029 -0.1214 0.1752
H -4.631 -4.325 -6.915 -0.2247 0.2631 0.0540
H -4.040 -5.133 -5.497 -0.1672 0.1143 0.1843
H -5.075 -3.678 -5.290 -0.0545 0.0462 -0.0145
H -1.311 -2.995 -6.972 0.0963 -0.0657 -0.0182
H -2.597 -3.825 -7.884 0.0876 0.1756 -0.0354
H -1.711 -4.712 -6.670 0.1259 0.1207 0.0842
O 4.375 -0.288 -3.844 -0.0770 0.6007 0.1496
P 4.651 -1.621 -3.295 0.4300 -0.1605 0.1268
N 4.790 -2.843 -4.374 -0.9633 -1.2205 0.0776
C 6.044 -3.167 -5.018 0.0223 0.0620 -0.5973
C 3.564 -3.125 -5.160 0.8682 1.3121 -0.5161
N 3.449 -2.136 -2.280 0.1498 -0.2259 -0.8135
C 3.167 -3.507 -1.939 -0.7089 -0.7014 -0.1445
C 2.701 -1.117 -1.603 -0.1046 -0.0403 0.7800
N 6.031 -1.670 -2.390 0.6332 0.0931 0.1506
C 6.313 -2.829 -1.546 -0.3867 0.5593 0.1762
C 7.127 -0.743 -2.617 0.1154 0.3379 -0.0876
H 6.831 -3.344 -4.288 0.1069 0.2560 -0.0418
H 6.314 -2.401 -5.754 0.3581 0.0484 0.2139
H 5.936 -4.084 -5.598 -0.1037 -0.1084 0.1982
H 3.259 -2.182 -5.634 -0.3503 -0.1288 0.1165
H 2.752 -3.503 -4.548 0.0222 -0.2633 -0.0808
H 3.837 -3.754 -6.002 -0.2085 -0.4986 0.2625
H 3.012 -3.553 -0.858 0.0438 -0.4244 -0.0388
H 2.288 -3.926 -2.460 -0.3304 0.5446 0.3857
H 3.889 -4.255 -2.265 0.6938 0.5705 0.3012
H 2.355 -0.328 -2.266 -0.1335 -0.1309 -0.1014
H 1.879 -1.603 -1.076 -0.1941 0.2107 -0.2140
H 3.288 -0.626 -0.806 0.1756 0.0130 0.0116
H 7.303 -2.717 -1.113 0.0557 -0.0719 -0.0376
H 5.583 -2.808 -0.731 0.1051 -0.4173 0.0901
H 6.254 -3.786 -2.066 0.0168 -0.0191 -0.0567
H 7.845 -1.102 -3.361 -0.0204 0.0542 -0.0135
H 7.679 -0.554 -1.691 -0.0845 -0.1938 0.0519
H 6.729 0.222 -2.930 -0.0107 -0.1274 -0.2328
O 0.372 -0.025 4.159 -0.4291 1.0483 0.4011
P 1.053 -1.284 4.622 1.2525 -0.6410 0.3370
N 0.330 -1.922 5.939 -0.7577 0.2304 -0.2532
C -0.612 -1.127 6.703 0.0230 0.2211 0.9520
C 0.774 -3.142 6.594 0.4188 -0.3577 0.3038
N 2.615 -0.889 4.996 0.3740 0.1809 -0.3082
C 3.726 -1.820 4.893 0.7059 -0.3995 0.4820
C 2.898 0.455 5.474 -0.4518 0.1897 -0.2605
N 1.203 -2.440 3.492 -0.2508 -0.4336 -0.3162
C 0.281 -3.567 3.367 -0.4878 -0.1527 0.7367
C 1.868 -2.065 2.241 0.8095 0.8644 0.2104
H -0.158 -0.715 7.617 0.1982 -0.0937 -0.1601
H -1.426 -1.751 7.075 -0.2469 0.0909 -0.3934
H -0.955 -0.270 6.133 -0.3252 -0.1839 -0.1394
H 1.847 -3.293 6.494 -0.0052 -0.0121 -0.1522
H 0.262 -4.037 6.237 -0.0344 0.0691 -0.0495
H 0.590 -3.094 7.668 -0.0747 0.2574 -0.0395
H 4.603 -1.419 5.405 -0.1466 0.2823 -0.0441
H 3.546 -2.751 5.430 -0.1981 -0.0938 -0.2515
H 4.059 -2.056 3.882 -0.2394 0.0629 -0.0995
H 2.073 0.794 6.106 0.1130 0.1840 -0.0096
H 3.808 0.519 6.063 0.0424 -0.2822 0.0335
H 3.003 1.150 4.627 -0.0019 0.1465 0.1372
H 0.764 -4.458 2.970 0.1677 0.2346 -0.3468
H -0.064 -3.871 4.351 -0.0296 0.1007 0.0133
H -0.623 -3.313 2.808 0.2099 -0.0318 -0.3299
H 1.967 -0.976 2.154 -0.4335 -0.2343 0.0374
H 1.308 -2.406 1.375 0.0444 -0.1241 0.0584
H 2.911 -2.392 2.218 -0.2098 -0.6295 -0.1817
C -4.043 -0.871 5.162 0.5108 0.1659 -0.8409
C -3.045 -0.598 4.027 -0.1826 0.1677 0.5345
C -3.687 -0.800 2.670 1.2102 -0.0612 -1.1037
O -4.614 0.222 2.460 -0.6630 0.0606 0.4175
C -5.227 0.158 1.181 0.2918 -0.4047 -0.2356
N -2.612 0.848 4.124 0.6438 -0.1270 -0.0465
H -4.412 -1.888 5.050 -0.1323 -0.0169 0.2953
H -4.856 -0.157 5.036 -0.2013 -0.1585 0.2265
H -3.552 -0.728 6.121 -0.1482 -0.1118 0.1956
H -2.171 -1.248 4.110 0.0219 0.0456 -0.0202
H -4.063 -1.820 2.526 -0.4813 0.1156 0.4378
H -2.923 -0.713 1.876 0.1025 0.0060 0.2364
H -4.455 0.271 0.413 -0.1706 0.2221 -0.1078
H -5.982 0.933 1.127 0.0511 0.1150 -0.0415
H -5.695 -0.816 1.015 -0.0948 0.0429 0.1405
H -3.169 1.298 3.395 -0.1431 0.2552 0.3594
H -2.912 1.188 5.033 -0.3153 0.1694 -0.1671
C 0.411 8.335 -0.986 -0.3404 0.2205 -0.2097
C 0.245 7.430 0.223 0.8270 0.2331 -0.1829
C 0.141 5.975 -0.203 0.8340 0.5833 0.6453
O -0.966 5.760 -1.005 -0.5332 -0.0681 -0.1338
C -0.801 4.738 -1.974 0.8329 -0.0674 -0.2471
N 1.460 7.555 1.081 -0.1385 0.0707 -0.3326
H -0.330 8.132 -1.758 -0.0932 0.1415 0.0548
H 1.400 8.210 -1.437 -0.0065 -0.2204 0.0451
H 0.355 9.383 -0.685 -0.1650 0.0060 -0.0724
H -0.633 7.692 0.815 -0.0126 0.1453 -0.0059
H 0.126 5.390 0.738 -0.0845 -0.3012 -0.2562
H 1.104 5.783 -0.706 -0.2389 -0.3888 -0.2034
H -0.135 3.969 -1.575 -0.3509 -0.1857 -0.1052
H -0.318 5.116 -2.885 -0.1034 0.2251 0.1050
H -1.762 4.325 -2.261 -0.1229 -0.0099 0.2355
H 2.247 7.335 0.466 -0.0824 -0.2988 0.1268
H 1.626 8.555 1.190 -0.2575 -0.0796 0.4692
C -2.714 4.670 4.237 -0.5060 -0.2088 0.2063
C -2.670 4.023 2.848 0.1740 0.2297 1.6667
C -2.988 5.056 1.784 0.6690 -0.2571 -1.2092
O -4.279 5.545 1.840 -0.2166 0.3264 0.2177
C -5.292 4.634 1.466 -0.0309 -0.2544 0.5487
N -1.304 3.447 2.658 0.5588 0.6031 0.4435
H -3.756 4.786 4.540 0.0312 0.1734 -0.0719
H -2.260 5.661 4.267 0.1484 -0.0553 -0.0913
H -2.267 4.041 5.018 0.1274 -0.0148 -0.1513
H -3.394 3.211 2.903 0.0422 -0.0736 -0.6291
H -2.729 4.652 0.784 -0.3355 -0.1254 0.0931
H -2.313 5.915 1.869 -0.0520 -0.0198 0.3384
H -5.302 3.769 2.143 0.0022 -0.0746 -0.1813
H -5.175 4.292 0.436 -0.0559 0.0788 -0.0667
H -6.235 5.146 1.629 -0.0452 0.0708 -0.3156
H -0.674 4.181 3.002 -0.0975 0.1353 -0.2527
H -1.109 3.407 1.650 0.0062 -0.4111 0.1104
```
Positions in Å, forces in eV/Å.

## Properties
net charge = +2
HOMO-LUMO gap (alpha / beta) = 0.179 / 0.180 Eh
spin multiplicity = 5
largest force on an atom = 0.0378 Eh/bohr
E = -161460.1685 eV

Atomic partial charges in e from the Mulliken method, atoms 1 to 8:
1. Cr 0.6299
2. K 1.0420
3. C -0.0938
4. F 0.0636
5. F -0.1127
6. F -0.0324
7. S -0.3616
8. O -0.3637

=====

Formula: C5H8Ag3BBr4F4O3
Source: the OMol25 dataset
Level of theory: ωB97M-V with the def2-TZVPD basis set

```
28
Properties=species:S:1:pos:R:3:forces:R:3
Ag 7.371 -10.160 -9.679 0.8546 0.2445 0.0111
Ag 6.732 -10.353 -5.727 0.5613 0.5166 -0.4672
Ag 7.575 -12.945 -7.678 0.6065 0.6206 -0.4411
C 9.360 -10.724 -7.702 0.5353 -0.2827 1.6601
O 9.045 -11.524 -8.725 -0.6500 -0.2975 -0.2306
O 10.458 -10.748 -7.154 -0.6128 0.1153 -0.6488
O 8.355 -9.957 -7.258 -0.7052 -0.2285 -0.0415
B 4.997 -10.881 -8.132 -1.7966 0.0883 -0.7143
F 3.750 -10.823 -8.771 0.3351 -0.1703 0.3241
F 5.844 -11.747 -8.888 -0.3550 -0.3298 0.4929
F 5.518 -9.579 -8.072 0.1079 -0.3292 0.2674
F 4.811 -11.420 -6.839 0.4465 -0.1005 -0.0838
Br 4.035 -9.532 -4.403 0.3692 0.0731 -0.0069
C 2.958 -8.960 -5.947 -0.3779 -0.3430 0.2323
C 1.745 -9.871 -5.994 0.7279 -0.1369 -0.4002
Br 0.716 -9.475 -7.596 -0.1323 0.1770 0.2284
H 3.586 -9.094 -6.817 0.0108 0.2361 -0.0452
H 2.692 -7.928 -5.750 0.1224 0.0805 -0.1330
H 1.131 -9.782 -5.107 -0.2090 0.0100 -0.0910
H 2.094 -10.888 -6.146 -0.1573 -0.0897 0.1915
Br 4.992 -9.985 -11.631 0.3328 -0.0823 0.0036
C 3.183 -10.671 -11.703 -0.8604 0.3505 -0.7721
C 2.157 -9.663 -11.197 0.4587 -0.8005 0.1407
Br 2.200 -7.975 -12.129 -0.0002 0.0369 0.0827
H 3.053 -11.620 -11.192 0.4496 0.1270 0.3836
H 3.006 -10.859 -12.762 0.1825 0.0612 -0.0079
H 2.312 -9.535 -10.130 -0.1665 0.4017 -0.0677
H 1.176 -10.090 -11.393 -0.0780 0.0516 0.1331
```
Positions in Å, forces in eV/Å.

## Properties
HOMO-LUMO gap = 0.230 Eh
spin multiplicity = 1
energy relative to the best compared isomer or geometry (same formula, charge and spin) = 0.00 kJ/mol
largest force on an atom = 0.0376 Eh/bohr
E = -315176.1184 eV

Atomic partial charges in e from the Mulliken method, atoms 1 to 8:
1. Ag 0.6141
2. Ag 0.6055
3. Ag 0.6464
4. C 0.9580
5. O -0.9319
6. O -0.6436
7. O -0.7723
8. B 1.1115

=====

Formula: C29H23AsCl5IrO
Source: the OMol25 dataset
Level of theory: ωB97M-V with the def2-TZVPD basis set

```
60
Properties=species:S:1:pos:R:3:forces:R:3
Ir -0.528 0.184 -1.315 -3.1358 -0.5190 -0.3791
Cl -5.169 3.232 3.575 -0.2200 0.2227 0.1791
C -4.103 2.226 2.713 0.4398 -0.1243 -0.5394
C -3.334 2.755 1.659 -0.5409 -0.2428 0.5880
Cl -3.514 4.400 1.222 0.1068 0.1115 -0.0911
C -2.467 1.931 0.967 0.0399 -1.0355 0.4536
Cl -1.563 2.524 -0.368 0.3143 0.0891 -0.5499
C -2.288 0.554 1.288 -1.9076 1.7551 1.2980
O -1.466 -0.201 0.695 1.5744 -1.1168 -2.6896
C -3.127 0.047 2.333 0.4100 0.4497 -0.6112
Cl -3.015 -1.620 2.656 0.0747 -0.4311 0.1421
C -4.011 0.861 3.023 0.1111 0.2481 -0.1396
Cl -5.015 0.197 4.246 0.0657 0.0141 -0.0113
C 6.598 0.310 -0.809 0.0045 -0.0029 0.0353
C 5.861 -0.391 -1.750 -0.0344 -0.0608 -0.0448
C 4.480 -0.278 -1.782 -0.2314 -0.0292 -0.0920
C 3.846 0.531 -0.850 -0.4691 0.3173 -0.3272
C 4.580 1.261 0.073 -0.3238 0.1368 0.1080
C 5.959 1.141 0.096 0.0458 -0.0176 -0.0005
As 1.866 0.619 -0.787 0.8967 -0.6097 -0.1318
C 1.524 1.277 0.995 -0.3364 0.2233 0.1526
C 1.424 2.604 1.369 0.0507 0.0588 -0.1895
C 1.122 2.915 2.686 0.0473 0.0654 -0.0139
C 0.924 1.901 3.611 0.0258 0.0379 0.0566
C 0.990 0.570 3.236 0.1338 -0.0882 -0.2539
C 1.275 0.245 1.915 0.0802 0.5316 -0.0494
C 1.314 -1.100 1.356 0.1665 -0.5249 -0.4968
C 1.181 -2.285 2.067 0.0482 0.3015 -0.0555
C 1.273 -3.498 1.405 0.0408 -0.0204 -0.1415
C 1.478 -3.546 0.032 -0.0379 -0.1039 0.0697
C 1.587 -2.374 -0.698 0.0321 0.1962 -0.1865
C 1.529 -1.152 -0.039 -0.2950 -0.1996 0.4287
H 7.672 0.212 -0.780 0.1011 -0.0096 -0.0331
H 6.359 -1.030 -2.463 0.0505 -0.0534 -0.0715
H 3.907 -0.816 -2.530 0.0583 -0.0134 0.0456
H 4.084 1.920 0.775 0.0380 -0.0550 0.0232
H 6.528 1.698 0.824 0.0628 0.0464 0.0476
H 1.569 3.384 0.629 -0.0036 0.0642 0.1282
H 1.044 3.948 2.987 -0.0024 0.1129 0.0578
H 0.720 2.149 4.641 -0.0861 0.0576 0.1162
H 0.831 -0.212 3.964 -0.0683 -0.0022 0.0445
H 1.027 -2.262 3.135 -0.0298 -0.0243 0.0612
H 1.195 -4.416 1.968 -0.0312 -0.0797 0.0195
H 1.560 -4.501 -0.463 -0.0349 -0.0786 -0.0757
H 1.737 -2.402 -1.772 0.0233 -0.0871 0.0132
C -3.354 -1.293 -4.406 0.1822 0.1925 0.0239
C -2.938 -0.771 -3.026 0.0217 -0.5779 -0.0018
C -2.756 -1.965 -2.066 0.2875 0.2341 0.1743
C -4.033 0.154 -2.449 0.4240 0.4790 0.0994
C -1.648 -0.030 -3.095 2.2547 0.1589 3.1674
H -4.298 -1.829 -4.335 -0.0629 -0.0506 0.0702
H -2.603 -1.978 -4.790 0.0542 -0.1029 -0.1180
H -3.482 -0.483 -5.117 -0.0259 0.1341 -0.1230
H -3.688 -2.507 -1.936 -0.1963 0.0146 -0.0597
H -2.428 -1.615 -1.083 -0.0956 -0.1677 0.0530
H -2.012 -2.650 -2.461 0.0885 -0.1438 0.0085
H -4.990 -0.361 -2.410 0.0512 -0.2372 -0.1001
H -4.152 1.043 -3.062 -0.0761 0.1531 -0.0373
H -3.766 0.460 -1.438 -0.0474 0.0675 0.0644
H -1.295 0.312 -4.063 -0.1141 0.3362 -0.1147
```
Positions in Å, forces in eV/Å.

## Properties
net charge = +1
HOMO-LUMO gap (alpha / beta) = 0.182 / 0.204 Eh
spin multiplicity = 2
largest force on an atom = 0.0757 Eh/bohr
E = -158772.8782 eV

Atomic partial charges in e from the Mulliken method, atoms 1 to 8:
1. Ir 1.0911
2. Cl -0.1695
3. C 0.5392
4. C -0.2355
5. Cl -0.1828
6. C 1.2039
7. Cl -0.2187
8. C -1.2956

=====

Formula: C4H7NO2
Source: the OMol25 dataset
Level of theory: ωB97M-V with the def2-TZVPD basis set

```
14
Properties=species:S:1:pos:R:3:forces:R:3
C 1.418 1.070 -0.049 0.0447 0.0137 -0.0085
C 0.281 0.103 -0.216 -0.0149 -0.2372 -0.1649
N 0.357 -0.984 -0.882 -0.2530 0.4510 0.3201
O 1.621 -1.168 -1.416 0.2043 -0.2101 -0.2049
C -1.065 0.406 0.357 0.0098 0.0501 -0.2439
C -1.934 -0.662 0.839 -0.1804 -0.2174 -0.1435
O -1.252 0.192 1.752 0.1124 0.0707 0.2115
H 1.830 1.333 -1.029 -0.0588 -0.0170 0.1409
H 1.100 1.977 0.470 -0.0029 -0.1676 -0.0697
H 2.232 0.607 0.519 -0.1384 0.0458 -0.0703
H 1.514 -1.978 -1.931 0.0891 0.1335 0.1118
H -1.518 1.330 -0.008 0.0686 -0.1307 0.0614
H -3.015 -0.539 0.788 0.1731 0.0382 0.0759
H -1.569 -1.686 0.804 -0.0535 0.1772 -0.0157
```
Positions in Å, forces in eV/Å.

## Properties
HOMO-LUMO gap = 0.398 Eh
spin multiplicity = 1
energy relative to the best compared isomer or geometry (same formula, charge and spin) = 343.50 kJ/mol
SMILES string = C/C(=N\O)[C@H]1CO1
largest force on an atom = 0.0118 Eh/bohr
E = -9843.7196 eV

Atomic partial charges in e from the Mulliken method, atoms 1 to 8:
1. C -1.1358
2. C 0.5454
3. N -0.4645
4. O -0.3965
5. C 0.0451
6. C -0.4039
7. O -0.4214
8. H 0.3506

=====

- Which value of E does entry 4 give?
  -9843.7196 eV

=====

- Which of these has the lowest E?
  C5H8Ag3BBr4F4O3

=====

- Which formula does entry 3 have?
  C29H23AsCl5IrO

=====

- What is the formula in the third record?
  C29H23AsCl5IrO